This record from OMol25 describes a structure of composition C33H28BrCl2GdI2N4O2Si. The level of theory is ωB97M-V/def2-TZVPD.

Structure (XYZ):
```
74
Properties=species:S:1:pos:R:3:forces:R:3
Gd -0.1373 -0.0504 0.0856 -0.57 -0.46 0.19
Cl -3.9887 -2.0128 6.1942 0.01 -0.46 0.76
C -3.3881 -1.4853 4.6815 -0.59 0.27 -0.75
C -4.1075 -0.5262 4.0416 -0.46 1.21 -0.45
C -3.6967 -0.0243 2.7553 -0.28 0.01 1.80
I -4.6230 1.7663 2.1786 0.18 -0.41 -0.32
C -2.5330 -0.4728 2.1779 -0.10 0.32 -0.65
O -2.0920 0.0276 1.0512 0.22 -0.12 -0.04
C -1.7851 -1.4989 2.8651 0.30 0.07 0.09
N -0.5923 -1.8603 2.3226 0.03 -0.21 -0.13
C 0.1004 -2.7888 2.9435 0.15 -0.42 -0.02
C -0.3218 -3.4546 4.1057 -0.31 0.21 -0.18
C -1.4976 -3.0682 4.6797 0.41 -1.16 0.69
C -2.2237 -2.0425 4.0904 -0.84 0.69 0.12
H -4.9775 -0.0239 4.5468 0.97 -0.82 -0.59
H 1.0369 -3.1333 2.5182 0.07 0.34 -0.30
H 0.2450 -4.2761 4.5066 0.23 -0.06 0.05
H -1.8635 -3.6175 5.5630 0.09 0.64 -0.45
C 0.1101 -1.2257 -5.7087 0.29 1.60 -1.59
C -0.5590 -1.6830 -4.5165 -0.09 0.18 1.33
C -1.4910 -2.6754 -4.4902 -0.97 -1.98 1.06
C -1.9492 -3.2175 -3.2705 0.53 1.26 0.44
C -1.4989 -2.6059 -2.0943 -0.01 -0.40 -0.54
Br -1.9639 -3.3225 -0.3791 0.02 0.31 -0.58
N -0.6651 -1.5718 -2.1042 0.25 -0.51 -0.05
C -0.1620 -1.1848 -3.2909 -0.81 0.87 1.36
H 0.1962 -0.1210 -5.8151 -0.17 -0.68 0.29
H -0.3003 -1.6019 -6.6276 -0.51 -0.18 -0.34
H 1.0909 -1.6138 -5.6765 1.44 -0.28 -0.08
H -1.8059 -3.1899 -5.3833 -0.12 0.21 -0.35
H -2.6410 -4.0320 -3.1765 -0.13 -0.23 -0.31
H 0.4670 -0.3146 -3.1673 0.37 0.06 -0.47
Cl 5.9293 -1.8166 3.7061 0.03 0.16 0.32
C 4.4035 -1.1204 3.2270 0.29 -1.56 0.01
C 3.7614 -0.2278 4.0083 1.68 0.97 0.75
C 2.6472 0.4464 3.5604 -1.85 0.76 -0.79
I 2.0264 2.1642 4.6440 -0.02 -0.64 -0.43
C 2.0075 0.1020 2.3626 0.33 -1.00 -0.52
O 0.9605 0.6754 1.8361 0.66 -0.11 0.77
C 2.6439 -1.0138 1.5859 0.29 1.80 1.71
N 2.1505 -1.2641 0.3726 -1.06 -0.90 -0.91
C 2.7104 -2.1920 -0.3717 0.72 0.11 -0.27
C 3.9349 -2.8385 -0.0671 -1.09 0.53 0.42
C 4.4984 -2.5398 1.1321 -0.32 0.79 1.18
C 3.8315 -1.6093 2.0375 0.87 -0.55 -1.42
H 4.2856 0.1632 4.8895 -0.36 -0.41 -0.22
H 2.2750 -2.4142 -1.3295 -0.42 0.12 -0.26
H 4.3446 -3.5188 -0.7890 0.26 -0.19 -0.03
H 5.4496 -2.9541 1.4386 -0.05 -0.02 -0.03
C 2.6292 2.5417 0.0174 -0.52 0.28 0.11
Si 0.9610 3.0995 -0.6419 -0.25 0.33 0.16
C 0.1559 3.9599 0.8385 -0.08 0.65 0.19
C 1.0671 4.4914 -1.8961 -1.34 -0.05 -0.72
N -0.0228 1.7543 -1.1854 0.18 0.34 -0.53
C -1.1361 2.0627 -2.0286 0.89 0.18 0.03
C -2.4022 2.1645 -1.4789 -0.61 0.17 -0.42
C -3.5234 2.3914 -2.2672 -0.48 0.24 -0.47
C -3.4334 2.6040 -3.6430 0.92 -0.44 0.36
C -2.1419 2.5767 -4.1797 -0.58 0.57 -0.26
C -1.0184 2.3377 -3.4094 0.96 -0.21 -0.57
H 2.3579 1.9067 0.8666 0.45 0.39 -0.06
H 3.1743 3.4373 0.3559 -0.14 -0.34 0.05
H 3.2579 1.9797 -0.6487 0.32 -0.24 -0.45
H 0.5411 4.9995 0.9590 -0.40 -0.41 -0.46
H 0.4768 3.5248 1.7994 -0.62 -0.37 -0.31
H -0.9608 3.9994 0.7012 1.02 -0.05 0.46
H 1.6572 5.2247 -1.3315 -0.21 0.27 -0.51
H -0.0068 4.8584 -2.1042 1.63 -0.25 0.54
H 1.4907 4.2901 -2.8980 0.09 0.06 0.62
H -2.5414 2.1499 -0.4163 0.08 -0.36 0.45
H -4.4755 2.4486 -1.7655 -0.25 0.00 0.04
H -4.2583 2.7814 -4.3287 -0.09 0.01 0.50
H -2.0594 2.8712 -5.2240 0.32 -0.28 0.06
H -0.0313 2.4045 -3.9413 -0.86 -0.24 0.92
```
Positions in Å, forces in eV/Å.

Results
LUMO energy (alpha / beta), Ha: -0.016 / -0.015
Molar mass, g mol⁻¹: 1102.57
Energy above the lowest of the compared OMol25 structures with the same formula, charge and spin, kJ/mol: 96.7
Multiplicity: 8
Kohn-Sham gap (alpha / beta), Eh: 0.2627 / 0.2649
<S²>: 15.887